Below is 9 unconnected molecules or ions with the total composition C19H56N8O9 in a non-equilibrium geometry, with properties calculated with ωB97M-V with the def2-TZVPD basis set.

Element x y z (Å)
1 N -32.53 3.14 -7.20
2 C -31.62 3.31 -8.05
3 N -30.55 2.62 -7.81
4 O -31.82 4.14 -9.08
5 H -33.41 3.64 -7.33
6 H -32.45 2.46 -6.41
7 H -29.82 2.57 -8.54
8 H -30.53 1.99 -7.00
9 N -33.60 6.16 -7.22
10 C -34.69 5.56 -6.95
11 N -34.76 4.48 -7.71
12 O -35.74 6.00 -6.06
13 H -33.52 7.19 -6.84
14 H -32.87 5.87 -7.79
15 H -35.61 3.84 -7.58
16 H -34.35 4.30 -8.66
17 N -34.73 -0.09 -6.89
18 C -35.20 1.05 -6.46
19 N -34.79 1.18 -5.23
20 O -35.96 1.97 -7.17
21 H -34.98 -0.29 -7.87
22 H -33.93 -0.69 -6.57
23 H -35.03 2.05 -4.78
24 H -34.64 0.46 -4.60
25 N -33.91 8.79 -6.71
26 C -33.82 8.92 -5.44
27 N -34.77 8.32 -4.81
28 O -32.81 9.62 -4.77
29 H -33.12 9.34 -7.27
30 H -34.74 8.60 -7.23
31 H -34.70 8.56 -3.83
32 H -35.29 7.51 -5.12
33 C -28.46 4.92 -8.69
34 C -28.86 5.39 -7.31
35 C -29.91 6.44 -7.54
36 O -29.35 4.55 -6.55
37 H -27.98 5.74 -9.26
38 H -29.29 4.53 -9.25
39 H -27.81 4.03 -8.59
40 H -28.02 5.84 -6.82
41 H -29.99 7.24 -6.79
42 H -30.88 6.08 -7.80
43 H -29.61 6.99 -8.48
44 H -29.74 3.81 -7.05
45 C -32.63 6.26 -3.71
46 C -31.80 5.22 -4.38
47 C -30.83 4.55 -3.39
48 O -32.48 4.30 -4.89
49 H -32.71 6.03 -2.68
50 H -33.60 6.27 -4.18
51 H -32.19 7.21 -3.88
52 H -31.25 5.70 -5.15
53 H -30.21 5.35 -3.02
54 H -30.18 3.94 -3.98
55 H -31.28 3.99 -2.52
56 H -32.43 4.28 -5.82
57 C -33.39 1.20 -9.44
58 C -34.06 0.09 -10.13
59 C -33.19 -0.46 -11.27
60 O -34.57 -0.85 -9.45
61 H -32.77 1.81 -10.06
62 H -32.77 0.87 -8.67
63 H -34.14 1.90 -9.05
64 H -34.93 0.53 -10.61
65 H -32.40 -1.18 -10.95
66 H -32.66 0.25 -11.94
67 H -33.77 -1.14 -11.85
68 H -34.23 -1.66 -9.84
69 C -34.74 2.67 -12.79
70 C -33.73 3.72 -12.43
71 C -34.23 4.44 -11.16
72 O -32.54 3.36 -12.18
73 H -35.60 3.11 -13.25
74 H -35.03 2.14 -11.90
75 H -34.31 1.87 -13.41
76 H -33.72 4.40 -13.28
77 H -34.22 3.75 -10.29
78 H -35.25 4.73 -11.23
79 H -33.65 5.33 -10.96
80 H -32.11 4.14 -11.81
81 C -32.17 7.36 -9.83
82 C -32.97 8.00 -10.95
83 C -34.46 8.11 -10.50
84 O -32.55 9.06 -11.40
85 H -32.50 7.83 -8.87
86 H -31.06 7.59 -9.94
87 H -32.27 6.30 -9.77
88 H -32.97 7.25 -11.74
89 H -35.11 8.14 -11.35
90 H -34.50 8.91 -9.78
91 H -34.68 7.22 -9.89
92 H -31.68 8.95 -11.86

Calculated values
- SMILES string = NC(N)=O.NC(N)=O.NC(N)=O.NC(N)=O.CC(C)O.CC(C)O.CC(C)O.CC(C)O.CC(C)O
- HOMO level (eV) = -8.760
- ΔE to the lowest compared entry with this formula, charge and spin (kJ/mol) = 1019.8
- orbital gap (eV) = 8.58